No. 1
Molecular formula: C2Br2O4S
Method: DFT, ωB97M-V with the def2-TZVPD basis set

Relative energy (zero: lowest compared OMol25 entry of this formula, charge and spin) (kcal per mole): 48.0
Charge: 0
Gap between HOMO and LUMO (spin up / spin down) (eV): 7.535 / 7.536

Geometry as XYZ:
```
9
Properties=species:S:1:pos:R:3:forces:R:3:nbo_charge:R:1
C -1.675181 -0.163829 -0.244042 -0.2 -2.0 1.0 0.228
C 1.651224 0.648660 0.709858 -2.0 -0.6 0.1 0.347
O -2.596229 -0.791715 0.136373 0.7 -0.6 -0.4 -0.444
O 1.523536 1.073502 1.788842 0.2 -0.7 -0.9 -0.455
O 0.240303 -2.218759 0.225724 -0.5 -0.9 0.8 -0.874
O 0.610725 -0.844056 -1.782244 -0.6 0.3 0.3 -0.893
S 0.169438 -0.955158 -0.410576 1.4 2.3 -0.1 1.801
Br -1.793546 1.639488 -0.415504 0.5 2.0 -0.5 0.131
Br 2.785014 1.110752 -0.691075 0.5 0.1 -0.2 0.157
```
Forces are in eV/Å.

---

No. 2
Molecular formula: C2Br3ClF2
Method: DFT, ωB97M-V with the def2-TZVPD basis set

Relative energy (zero: lowest compared OMol25 entry of this formula, charge and spin) (kcal per mole): 19.0
Charge: 0
Spin multiplicity: 3
Gap between HOMO and LUMO (spin up / spin down) (eV): 7.311 / 6.366
⟨S²⟩: 2.006

Geometry as XYZ:
```
8
Properties=species:S:1:pos:R:3:forces:R:3:nbo_charge:R:1
C -0.294476 -0.647068 -0.160720 0.0 -2.8 0.9 0.523
C 0.293912 0.617783 0.316968 -1.1 -1.1 3.9 -0.412
F -0.680519 -1.503397 0.845439 -0.3 0.7 0.0 -0.342
F 0.636406 -1.426310 -0.799100 -0.7 1.0 -0.5 -0.331
Cl -0.893760 1.599055 1.179058 0.6 -0.2 -0.1 0.031
Br -1.883907 -0.335332 -1.216550 0.3 -0.1 -0.5 0.077
Br 1.896631 0.209630 1.333774 -0.3 0.4 -0.3 0.129
Br 0.925713 1.485640 -1.498869 1.4 2.0 -3.5 0.325
```
Forces are in eV/Å.

---

No. 3
Molecular formula: C2BrClO3S
Method: DFT, ωB97M-V with the def2-TZVPD basis set

Relative energy (zero: lowest compared OMol25 entry of this formula, charge and spin) (kcal per mole): 9.6
Charge: 0
Gap between HOMO and LUMO (eV): 9.248
SMILES: O=C(Cl)Br.O=C1OS1

Geometry as XYZ:
```
8
Properties=species:S:1:pos:R:3:forces:R:3:nbo_charge:R:1
C -1.487614 -0.814644 0.252686 0.8 1.9 1.0 0.705
C 1.601397 0.932912 -0.215906 -1.6 -1.4 -0.3 0.387
O -0.673106 -0.342065 0.965298 -0.8 -1.0 0.0 -0.509
O 0.576993 0.747349 -0.790565 1.7 1.2 -0.2 -0.487
O -2.243495 -1.834240 0.095762 -0.2 -2.2 0.7 -0.520
S -2.645937 -0.552912 -1.027903 -0.3 0.9 -1.2 0.325
Cl 2.353701 2.413952 0.152791 0.1 0.7 -0.1 0.057
Br 2.518063 -0.550352 0.567838 0.3 -0.1 0.0 0.042
```
Forces are in eV/Å.

---

No. 4
Molecular formula: C2BrF3S
Method: DFT, ωB97M-V with the def2-TZVPD basis set

Relative energy (zero: lowest compared OMol25 entry of this formula, charge and spin) (kcal per mole): 0.0
Charge: 0
Gap between HOMO and LUMO (eV): 9.083
SMILES: FC(=S)C(F)(F)Br

Geometry as XYZ:
```
7
Properties=species:S:1:pos:R:3:forces:R:3:nbo_charge:R:1
C -0.834115 -0.095850 -0.248795 -1.9 0.4 2.3 0.127
C 0.631564 -0.138269 0.078853 0.9 -0.6 0.3 0.582
F -1.500838 0.054487 1.047058 1.2 -0.4 -2.9 -0.349
F 0.926504 0.578378 1.161766 -0.1 0.1 0.0 -0.297
F 1.392640 0.304008 -0.920296 -0.2 0.0 -0.2 -0.300
S -1.597364 -0.193588 -1.627601 0.3 0.1 0.6 0.222
Br 1.142170 -2.018223 0.444233 -0.3 0.5 -0.1 0.015
```
Forces are in eV/Å.

---

No. 5
Molecular formula: C2BrO4
Method: DFT, ωB97M-V with the def2-TZVPD basis set

Relative energy (zero: lowest compared OMol25 entry of this formula, charge and spin) (kcal per mole): 16.9
Charge: -1
Gap between HOMO and LUMO (eV): 7.328

Geometry as XYZ:
```
7
Properties=species:S:1:pos:R:3:forces:R:3:nbo_charge:R:1
C -1.059605 1.000540 -0.686488 -0.1 -0.4 0.1 1.077
C 1.238818 -0.490026 0.195416 2.6 -1.0 0.8 1.053
O -1.874634 1.777321 -0.511684 -1.6 1.6 0.4 -0.522
O 1.386992 0.376235 0.957094 -0.1 0.8 0.5 -0.585
O 1.513232 -1.309192 -0.585505 0.0 -0.7 -0.1 -0.578
O -0.258300 0.217597 -0.902700 -0.3 0.0 -2.0 -0.519
Br -0.946505 -1.572475 1.533868 -0.5 -0.3 0.3 -0.928
```
Forces are in eV/Å.

---

No. 6
Molecular formula: C2Cl2
Method: DFT, ωB97M-V with the def2-TZVPD basis set

Charge: 0
Spin multiplicity: 3
Gap between HOMO and LUMO (spin up / spin down) (eV): 4.548 / 10.682
⟨S²⟩: 2.016

Geometry as XYZ:
```
4
Properties=species:S:1:pos:R:3:forces:R:3:nbo_charge:R:1
C -1.180168 -0.816757 -0.066889 2.6 -0.4 -0.1 -0.111
C 1.191663 0.832921 -0.059042 -2.6 0.4 -0.1 -0.108
Cl -2.449171 0.128063 0.059373 -1.4 1.1 0.1 0.110
Cl 2.437676 -0.144226 0.066559 1.3 -1.1 0.1 0.109
```
Forces are in eV/Å.

---

No. 7
Molecular formula: C2Cl2N2
Method: DFT, ωB97M-V with the def2-TZVPD basis set

Relative energy (zero: lowest compared OMol25 entry of this formula, charge and spin) (kcal per mole): 30.6
Charge: 0
Gap between HOMO and LUMO (eV): 9.307
SMILES: N#CC#N.ClCl

Geometry as XYZ:
```
6
Properties=species:S:1:pos:R:3:forces:R:3:nbo_charge:R:1
C 0.276966 -0.205245 -0.278453 0.1 0.6 0.9 0.189
C 0.061954 -1.539988 -0.518387 0.6 -0.3 -0.8 0.165
N 0.388059 0.882811 0.068516 0.8 -0.1 -0.3 -0.194
N 0.110555 -2.614824 -0.914127 -0.4 -0.5 0.2 -0.160
Cl -3.714042 -0.122520 0.414850 1.0 1.1 -0.3 -0.006
Cl -2.240281 1.282308 0.011298 -2.1 -0.8 0.4 0.006
```
Forces are in eV/Å.

---

No. 8
Molecular formula: C2Cl2N2
Method: DFT, ωB97M-V with the def2-TZVPD basis set

Relative energy (zero: lowest compared OMol25 entry of this formula, charge and spin) (kcal per mole): 98.2
Charge: 0
Gap between HOMO and LUMO (spin up / spin down) (eV): 7.971 / 5.050

Geometry as XYZ:
```
6
Properties=species:S:1:pos:R:3:forces:R:3:nbo_charge:R:1
C 0.027655 1.593010 -0.188905 -0.6 1.5 -0.1 0.111
C 0.379126 0.296030 -0.045003 0.7 -4.4 0.9 0.379
N -0.398440 2.673824 -0.238395 0.4 -0.7 -0.1 -0.117
N 1.086409 -0.650350 0.243838 -0.7 3.9 -0.8 -0.345
Cl -2.201048 -1.699465 -0.352675 0.6 0.6 0.1 -0.416
Cl 1.106298 -2.213048 0.581140 -0.4 -0.8 0.0 0.389
```
Forces are in eV/Å.

---

No. 9
Molecular formula: C2Cl2O
Method: DFT, ωB97M-V with the def2-TZVPD basis set

Relative energy (zero: lowest compared OMol25 entry of this formula, charge and spin) (kcal per mole): 36.8
Charge: 0
Gap between HOMO and LUMO (eV): 8.457

Geometry as XYZ:
```
5
Properties=species:S:1:pos:R:3:forces:R:3:nbo_charge:R:1
C -1.745343 -0.183978 -0.159657 -1.2 1.5 -2.1 0.496
C 1.401281 0.156059 0.721762 0.2 1.3 0.2 -0.163
O -2.140803 0.462168 -1.019224 0.9 -1.4 1.9 -0.500
Cl 2.019044 -0.388453 -0.744842 0.1 -0.5 -0.5 0.065
Cl 0.668533 -1.040749 1.606704 -0.1 -0.9 0.4 0.101
```
Forces are in eV/Å.

---

No. 10
Molecular formula: C2Cl3F
Method: DFT, ωB97M-V with the def2-TZVPD basis set

Relative energy (zero: lowest compared OMol25 entry of this formula, charge and spin) (kcal per mole): 17.8
Charge: 0
Gap between HOMO and LUMO (eV): 10.262

Geometry as XYZ:
```
6
Properties=species:S:1:pos:R:3:forces:R:3:nbo_charge:R:1
C 0.367518 0.046659 0.014107 4.2 -0.7 0.5 -0.158
C -0.753141 -0.590120 0.185539 -1.4 0.2 -1.6 0.303
F -0.740013 -1.902752 0.059727 -0.9 -0.2 0.4 -0.279
Cl 0.765115 1.639276 0.043576 -1.0 2.5 0.0 0.123
Cl 2.019521 -0.737990 -0.068090 -1.7 -0.8 0.1 -0.013
Cl -2.256761 0.297863 -0.077570 0.8 -1.1 0.6 0.023
```
Forces are in eV/Å.

---

no.,E (a.u.)
1,-5923.2848
2,-8458.0132
3,-3734.2549
4,-3347.9742
5,-2951.3248
6,-996.2326
7,-1106.0131
8,-1105.9054
9,-1071.7182
10,-1556.5925